(1)
{"formula": "C19H14F3N2O3S", "method": "the ωB97M-V functional and the def2-TZVPD basis", "species": ["C", "O", "C", "C", "C", "C", "C", "C", "C", "N", "C", "N", "C", "C", "H", "H", "H", "H", "H", "H", "H", "H", "F", "C", "F", "F", "S", "C", "C", "C", "C", "C", "C", "C", "O", "O", "H", "H", "H", "H", "H", "H"], "coordinates": [[-4.640, 0.772, 2.587], [-3.925, -0.410, 3.032], [-2.601, -0.491, 2.695], [-1.925, -1.685, 3.048], [-0.593, -1.852, 2.675], [0.129, -0.865, 1.951], [1.555, -0.892, 1.277], [2.484, -0.108, 2.202], [3.836, -0.481, 2.506], [4.954, -0.657, 2.804], [2.108, 1.082, 2.844], [1.826, 2.145, 3.300], [-0.525, 0.380, 1.763], [-1.898, 0.540, 2.065], [-5.662, 0.604, 2.930], [-4.235, 1.677, 3.045], [-4.614, 0.855, 1.498], [-2.509, -2.430, 3.552], [-0.109, -2.819, 2.933], [1.884, -1.936, 1.304], [0.021, 1.174, 1.296], [-2.368, 1.476, 1.776], [5.456, 0.922, -0.745], [4.105, 0.943, -0.814], [3.639, 1.482, 0.338], [3.727, 1.746, -1.807], [3.312, -0.808, -1.006], [1.550, -0.619, -0.209], [0.706, -1.214, -1.408], [-0.522, -0.607, -1.747], [-1.501, -1.332, -2.465], [-1.253, -2.630, -2.910], [0.022, -3.155, -2.702], [0.992, -2.442, -2.023], [3.538, -1.130, -2.371], [3.904, -1.617, 0.061], [1.457, 0.494, -0.357], [-0.793, 0.394, -1.368], [-2.488, -0.888, -2.658], [-2.002, -3.199, -3.453], [0.251, -4.161, -3.072], [1.964, -2.906, -1.841]], "lowdin_charge": [-0.075, -0.106, -0.291, -0.015, -0.022, -0.140, -0.252, -0.281, -0.302, 0.088, -0.316, 0.075, -0.040, -0.013, 0.085, 0.088, 0.088, 0.102, 0.119, 0.134, 0.099, 0.097, 0.129, -0.604, 0.109, 0.126, 0.813, -0.181, -0.192, -0.029, -0.087, -0.101, -0.088, -0.062, -0.286, -0.317, 0.126, 0.115, 0.100, 0.096, 0.106, 0.106], "homo_ha": -0.1294, "molar_mass_g_mol": 407.4, "total_charge": -1, "largest_force_ha_per_bohr": 0.11460, "e_above_lowest_kcal_mol": 17.9, "total_energy_ha": -1765.3832, "gap_ev": 6.02}



(2)
{"formula": "ClN2O4S", "method": "the ωB97M-V functional and the def2-TZVPD basis", "species": ["N", "N", "O", "O", "O", "O", "S", "Cl"], "coordinates": [[-0.786, -0.809, -0.552], [-1.414, 0.254, -0.202], [-0.663, 0.994, 0.500], [-2.532, 0.529, -0.382], [1.825, -1.067, -0.805], [0.927, -0.861, 1.412], [0.871, -0.417, 0.079], [1.773, 1.377, -0.050]], "lowdin_charge": [-0.009, -0.622, -0.268, 0.040, -0.468, -0.364, 0.297, 0.393], "homo_ha": -0.2147, "molar_mass_g_mol": 159.5, "total_charge": -1, "largest_force_ha_per_bohr": 0.09035, "total_energy_ha": -1268.7559, "gap_ev": 9.30}



(3)
{"formula": "CH5O2PS2", "method": "the ωB97M-V functional and the def2-TZVPD basis", "species": ["C", "O", "O", "P", "S", "S", "H", "H", "H", "H", "H"], "coordinates": [[0.878, 1.000, -1.089], [-0.648, 0.304, 2.345], [0.265, 1.032, 0.182], [0.165, -0.304, 1.110], [1.908, -1.038, 1.645], [-2.076, -1.830, -1.275], [0.889, 2.030, -1.447], [0.297, 0.381, -1.771], [1.899, 0.618, -1.019], [-1.391, 0.874, 2.119], [-2.187, -3.067, -0.799]], "lowdin_charge": [-0.142, -0.229, -0.391, 0.349, 0.300, 0.150, 0.095, 0.067, 0.074, 0.084, -0.357], "homo_ha": [-0.3156, -0.3156], "molar_mass_g_mol": 144.2, "largest_force_ha_per_bohr": 0.03604, "e_above_lowest_kcal_mol": 75.5, "total_energy_ha": -1329.2509, "gap_ev": [5.30, 5.31]}



(4)
{"formula": "C3H4HgO3", "method": "the ωB97M-V functional and the def2-TZVPD basis", "species": ["O", "C", "O", "Hg", "O", "C", "H", "C", "H", "H", "H"], "coordinates": [[1.058, -1.064, -0.876], [-0.206, -0.793, -0.525], [-1.052, -1.106, -1.400], [-2.169, -0.455, 0.217], [-2.339, 1.435, -0.280], [-2.103, 2.462, 0.426], [-2.309, 2.194, 1.523], [2.079, -0.730, 0.054], [1.662, -0.633, 1.065], [2.549, 0.219, -0.240], [2.828, -1.530, 0.035]], "lowdin_charge": [-0.135, -0.561, -0.268, 0.751, -0.556, -0.267, -0.075, -0.117, 0.075, 0.079, 0.074], "homo_ha": [-0.0869, -0.0995], "molar_mass_g_mol": 288.7, "multiplicity": 2, "total_charge": -1, "largest_force_ha_per_bohr": 0.13283, "e_above_lowest_kcal_mol": 127.3, "s2": 0.755, "total_energy_ha": -495.6617, "gap_ev": [5.99, 5.96]}



(5)
{"formula": "CH4FNO", "method": "the ωB97M-V functional and the def2-TZVPD basis", "species": ["C", "N", "O", "F", "H", "H", "H", "H"], "coordinates": [[-0.729, 0.281, -0.128], [-0.224, -1.012, -0.138], [1.952, -0.519, 0.025], [1.915, 0.823, 0.019], [-0.249, 0.869, -0.925], [-1.775, 0.187, -0.458], [-0.701, 0.824, 0.824], [-0.190, -1.452, 0.780]], "lowdin_charge": [-0.217, 0.113, -0.094, -0.165, 0.094, 0.110, 0.088, 0.071], "homo_ha": [-0.3734, -0.3735], "molar_mass_g_mol": 65.0, "largest_force_ha_per_bohr": 0.07081, "e_above_lowest_kcal_mol": 168.2, "total_energy_ha": -270.0846, "gap_ev": [8.17, 8.17]}



(6)
{"formula": "C3H3NO3", "method": "the ωB97M-V functional and the def2-TZVPD basis", "species": ["C", "C", "C", "N", "O", "O", "O", "H", "H", "H"], "coordinates": [[-1.918, -0.557, -0.009], [0.167, 0.294, 0.014], [1.589, -0.127, 0.023], [-1.668, 1.633, -0.168], [-2.907, -1.165, 0.176], [-0.688, -0.779, -0.072], [-0.398, 1.452, -0.056], [1.486, -1.116, -0.548], [2.053, -0.213, 1.013], [2.283, 0.580, -0.373]], "lowdin_charge": [-0.324, -0.341, 0.020, 0.121, 0.171, 0.151, -0.093, 0.129, 0.090, 0.077], "homo_ha": [-0.3271, -0.2958], "molar_mass_g_mol": 101.1, "largest_force_ha_per_bohr": 0.11000, "e_above_lowest_kcal_mol": 165.3, "total_energy_ha": -396.3611, "gap_ev": [9.12, 8.43]}



(7)
{"formula": "CH3IN2O2", "method": "the ωB97M-V functional and the def2-TZVPD basis", "species": ["C", "N", "N", "O", "O", "I", "H", "H", "H"], "coordinates": [[-0.732, -0.082, -0.295], [-2.974, -2.457, -0.062], [-2.304, -2.818, -0.869], [-3.654, -2.090, 0.765], [-1.664, 0.281, 0.703], [-2.133, 2.260, 0.785], [0.255, 0.529, -0.332], [-1.242, -0.099, -1.187], [-0.602, -1.102, -0.001]], "lowdin_charge": [-0.283, -0.337, 0.233, 0.134, -0.779, 0.846, 0.107, 0.032, 0.046], "homo_ha": [-0.2729, -0.3587], "molar_mass_g_mol": 202.0, "multiplicity": 3, "largest_force_ha_per_bohr": 0.08923, "e_above_lowest_kcal_mol": 0.0, "s2": 2.010, "total_energy_ha": -597.3841, "gap_ev": [8.29, 6.88]}